Record 1
{
  "formula": "C7H30NO8",
  "method": "ωB97M-V/def2-TZVPD",
  "species": ["C", "C", "C", "C", "C", "C", "C", "N", "H", "H", "H", "H", "H", "H", "H", "H", "H", "H", "H", "H", "H", "H", "H", "H", "O", "H", "H", "O", "H", "H", "O", "H", "H", "O", "H", "H", "O", "H", "H", "O", "H", "H", "O", "H", "H", "O"],
  "coordinates": [[-0.57779, 0.44006, 0.18266], [-0.93034, -0.92969, -0.37096], [-2.31056, -0.96900, -0.97965], [-3.33831, -1.70747, -0.59089], [-3.13342, 1.03514, -2.09522], [-2.35705, -0.02971, -2.18915], [-1.47629, -0.51153, -3.31600], [-1.53178, 0.78692, 1.30294], [-0.88475, 1.18426, -0.58424], [0.44239, 0.38390, 0.54732], [-0.94110, -1.62132, 0.48999], [-0.24910, -1.29565, -1.13521], [-3.16022, -2.46727, 0.16284], [-4.25693, -1.81576, -1.15630], [-3.88362, 1.18498, -1.32487], [-3.16828, 1.78454, -2.88468], [-1.83501, -0.05655, -4.22411], [-1.59570, -1.58506, -3.49293], [-0.44330, -0.26624, -3.05575], [-2.49721, 0.84166, 1.03943], [-1.27844, 1.71834, 1.58381], [-1.43351, 0.23042, 2.15320], [2.69177, -1.54732, 0.02444], [1.47585, -2.28568, 0.47471], [1.78088, -1.37097, 0.29945], [2.89619, 0.75133, 4.00292], [2.51859, -0.61665, 3.30972], [2.22630, 0.26974, 3.52355], [1.14087, -4.66571, 1.10551], [0.56698, -4.14302, -0.20271], [0.91953, -3.84901, 0.64397], [3.32197, -0.13855, -2.71275], [2.82235, -1.07375, -3.73773], [2.81758, -0.13807, -3.53452], [5.23528, -0.64623, 0.57235], [4.80309, -2.06797, 0.13621], [4.65604, -1.13054, -0.02083], [0.52174, 0.55294, 3.55084], [-0.47666, 1.45293, 4.57006], [-0.30887, 1.04369, 3.72146], [-0.18719, 4.22664, -0.64200], [-0.02538, 3.81246, -2.07157], [-0.34497, 3.47676, -1.22610], [-0.28662, 2.74350, 3.09666], [-0.01802, 4.11360, 2.51180], [-0.04898, 3.19523, 2.26024]],
  "forces_ev_per_angstrom": [[-1.4, -0.4, -1.3], [-1.3, -1.1, 1.1], [0.0, 1.3, -1.4], [0.5, -0.9, 0.0], [-0.4, 0.7, -1.2], [-0.6, -1.8, 1.5], [-0.5, 0.6, 0.3], [0.9, -0.1, 0.2], [1.3, -0.1, 0.5], [0.0, 0.7, 0.0], [0.4, -0.1, -0.4], [0.4, 0.3, 0.3], [-0.2, 0.2, 0.4], [0.0, 0.4, 0.1], [0.4, -0.1, 0.3], [0.0, -0.2, 0.0], [0.4, 0.5, -0.4], [0.1, 0.1, 0.4], [0.1, -0.1, -0.6], [-0.7, -0.4, -0.6], [0.4, 1.0, 0.4], [0.0, -0.1, -0.1], [0.1, 0.8, 0.1], [-0.1, 0.5, 0.1], [0.4, -0.7, 0.1], [0.4, -0.1, 0.1], [0.4, -0.1, 0.0], [-0.7, -0.1, -0.3], [0.0, 0.1, 0.1], [-0.1, 0.0, -0.1], [-0.2, -0.7, 0.0], [0.0, 0.4, 0.1], [-0.2, -0.3, -0.4], [0.1, -0.1, 0.4], [0.1, -0.1, 0.1], [0.4, 0.0, 0.1], [-0.3, -0.1, -0.3], [0.4, 0.7, 1.2], [0.8, -0.7, 0.5], [-1.4, -0.2, -0.9], [-0.1, -0.1, 0.2], [-0.1, -0.2, -0.1], [0.1, 0.3, -0.1], [0.5, -0.1, -0.7], [0.0, 0.7, -0.2], [-0.5, -0.3, 0.4]],
  "mulliken_charge": [-0.7282, -0.4752, 0.1369, -0.9903, -1.0592, 0.7338, -1.2939, -0.0457, 0.2117, 0.4054, 0.4414, 0.4607, 0.3242, 0.3317, 0.2591, 0.3085, 0.4430, 0.3004, 0.3030, 0.3864, 0.2405, 0.3758, 0.2787, 0.3761, -0.5880, 0.2655, 0.3007, -0.5952, 0.2713, 0.3101, -0.6259, 0.3069, 0.3023, -0.6273, 0.2998, 0.3165, -0.6324, 0.4303, 0.2738, -0.7197, 0.2556, 0.2933, -0.5580, 0.3113, 0.3111, -0.6269],
  "lumo_energy_ha": -0.08868,
  "total_charge": 1,
  "orbital_gap_ev": 9.423,
  "homo_ev": -11.8
}

=====

Record 2
{
  "formula": "C2H2N2O2S2",
  "method": "ωB97M-V/def2-TZVPD",
  "species": ["C", "C", "H", "H", "N", "N", "O", "O", "S", "S"],
  "coordinates": [[-1.57815, -0.24374, 0.27404], [1.62463, 0.17036, 0.23537], [-1.14931, -1.96353, 0.89553], [1.35679, 2.44478, -0.03690], [-0.60467, -1.16470, 0.40538], [0.85022, 1.32946, 0.00761], [-2.77585, -0.33533, 0.42392], [2.73696, 0.18579, 0.69150], [0.78572, -1.25373, -0.62497], [-0.90410, 1.25385, -0.35812]],
  "forces_ev_per_angstrom": [[0.1, 1.4, -1.1], [0.2, 2.0, -1.3], [2.3, 0.7, -1.2], [-2.1, -4.7, 0.7], [-2.0, -2.8, 1.6], [0.9, 2.2, 0.1], [0.8, -0.3, 0.4], [-0.8, -0.4, -0.3], [-0.4, 0.1, 1.6], [1.0, 1.9, -0.5]],
  "mulliken_charge": [0.6266, 0.5572, 0.2958, 0.3171, -0.3817, -0.3173, -0.5297, -0.4776, -0.0125, -0.0778],
  "lumo_energy_ha": -0.01351,
  "orbital_gap_ev": 9.023,
  "homo_ev": -9.4,
  "smiles": "O=C1NSC(=O)NS1"
}

=====

Record 3
{
  "formula": "C29H44Cl36N2O3",
  "method": "ωB97M-V/def2-TZVPD",
  "species": ["C", "C", "C", "C", "C", "C", "C", "C", "C", "O", "N", "N", "C", "O", "C", "O", "H", "H", "H", "H", "H", "H", "H", "H", "C", "Cl", "Cl", "H", "H", "C", "Cl", "Cl", "H", "H", "C", "Cl", "Cl", "H", "H", "C", "Cl", "Cl", "H", "H", "C", "Cl", "Cl", "H", "H", "C", "Cl", "Cl", "H", "H", "C", "Cl", "Cl", "H", "H", "C", "Cl", "Cl", "H", "H", "C", "Cl", "Cl", "H", "H", "C", "Cl", "Cl", "H", "H", "C", "Cl", "Cl", "H", "H", "C", "Cl", "Cl", "H", "H", "C", "Cl", "Cl", "H", "H", "C", "Cl", "Cl", "H", "H", "C", "Cl", "Cl", "H", "H", "C", "Cl", "Cl", "H", "H", "C", "Cl", "Cl", "H", "H", "C", "Cl", "Cl", "H", "H"],
  "coordinates": [[0.08444, -1.80142, 2.93495], [0.62378, -1.10081, 1.64467], [1.74755, -1.62841, 0.82776], [2.24412, -0.94479, -0.39828], [1.61543, 0.33668, -0.82333], [2.13405, 1.11358, -2.07552], [0.50077, 0.84887, -0.03754], [-0.00891, 0.13930, 1.18535], [-1.21195, 0.98366, 1.73171], [-1.67172, 1.08459, 2.82921], [-1.62689, 1.71121, 0.49991], [-2.10189, 0.71524, -0.42969], [-3.25925, 0.34176, -0.08469], [-4.19342, -0.28585, 0.19220], [-0.37390, 2.13253, -0.18152], [-0.11603, 3.19468, -0.66046], [0.93530, -2.40188, 3.36193], [-0.21179, -0.98613, 3.65541], [-0.80029, -2.45616, 2.69233], [2.29627, -2.57832, 1.11111], [3.10425, -1.38499, -0.97077], [3.09528, 1.62675, -1.76706], [1.39188, 1.92123, -2.33111], [2.33503, 0.40238, -2.93258], [-7.01587, -1.51094, -0.92913], [-7.02177, -0.72452, -2.51142], [-8.65640, -1.61981, -0.26420], [-6.61107, -2.51738, -1.03519], [-6.39574, -0.93333, -0.25062], [-5.19118, -0.55710, 3.75581], [-4.80766, -2.19699, 4.28374], [-6.91509, -0.21345, 3.90255], [-4.63538, 0.14848, 4.36770], [-4.90304, -0.44890, 2.71355], [4.92463, 1.14368, -4.75483], [5.34014, 0.33110, -3.24065], [3.17129, 1.24457, -4.96299], [5.33811, 2.14919, -4.74470], [5.34695, 0.58006, -5.58203], [4.00229, -4.86011, 2.41865], [3.89058, -4.04070, 0.85270], [2.40134, -5.08733, 3.12397], [4.47067, -5.83071, 2.27743], [4.60275, -4.25557, 3.09127], [-0.95916, 4.68625, -3.34867], [0.21788, 5.29907, -4.51772], [-2.31011, 3.88223, -4.16020], [-0.46701, 3.97431, -2.69466], [-1.34282, 5.51661, -2.76619], [7.32813, -0.01174, -8.40389], [7.32357, 1.52848, -7.53608], [5.70104, -0.69382, -8.50716], [7.70692, 0.15183, -9.40925], [7.97068, -0.71127, -7.87574], [-0.08769, 9.28330, -3.20812], [-1.03388, 8.01306, -2.43045], [1.28497, 8.62146, -4.10865], [-0.72943, 9.82712, -3.89618], [0.28825, 9.95694, -2.44274], [-1.88027, -5.38112, 4.39406], [-0.31426, -5.92370, 3.79198], [-1.70548, -3.92389, 5.37698], [-2.52029, -5.16021, 3.54336], [-2.32798, -6.16502, 4.99927], [-6.36256, -5.13121, -3.06300], [-5.87831, -4.52610, -1.47197], [-5.36778, -4.43402, -4.34446], [-6.24955, -6.21194, -3.07680], [-7.40175, -4.86530, -3.23866], [1.93495, 7.98414, -7.49482], [2.19145, 6.25232, -7.73181], [3.06784, 8.93681, -8.46473], [0.91987, 8.23472, -7.79144], [2.08231, 8.22467, -6.44448], [6.73284, 9.11592, -8.22402], [7.19459, 9.73912, -6.63533], [7.70303, 9.84851, -9.50802], [6.88450, 8.03986, -8.23804], [5.68537, 9.34395, -8.40001], [7.62432, -3.46937, 4.27432], [6.91857, -2.93653, 2.74235], [6.60140, -4.67393, 5.07127], [8.59936, -3.90813, 4.07956], [7.72932, -2.60605, 4.93083], [9.93455, -0.74825, 6.02076], [8.27482, -1.12441, 6.50958], [10.27968, -1.34306, 4.39268], [10.06888, 0.32999, 6.03675], [10.62124, -1.21710, 6.72051], [7.66897, 2.60945, -1.03240], [7.02132, 3.19872, -2.57064], [6.58838, 1.42381, -0.29059], [8.63348, 2.14209, -1.21288], [7.78720, 3.45104, -0.35493], [5.47958, 0.31682, 4.02335], [6.65190, 0.96596, 2.86970], [4.12690, -0.46167, 3.19176], [5.97543, -0.41650, 4.65478], [5.09684, 1.13135, 4.63286], [-9.74014, -2.96695, 3.60001], [-9.36157, -4.60803, 4.14127], [-11.46955, -2.62212, 3.74184], [-9.18912, -2.25960, 4.21402], [-9.44305, -2.86157, 2.55953], [-12.03675, -6.78437, 3.12215], [-11.68023, -8.42996, 3.66309], [-13.75892, -6.42048, 3.26122], [-11.47997, -6.08339, 3.73632], [-11.73822, -6.68314, 2.08195], [-13.08576, -3.55636, 7.30359], [-13.50811, -4.25757, 5.73778], [-11.33673, -3.57298, 7.56498], [-13.43685, -2.52817, 7.33554], [-13.56476, -4.13475, 8.08917]],
  "forces_ev_per_angstrom": [[0.8, 0.6, -0.7], [0.2, 1.2, -1.4], [-0.4, 1.7, -1.0], [-2.3, 1.0, 2.1], [-0.3, -0.7, 1.0], [-0.2, -0.3, 1.2], [0.7, -1.5, 1.3], [1.9, -0.4, -1.2], [2.5, -1.6, -1.1], [-0.2, 0.1, -1.0], [-0.3, 2.1, 0.4], [-3.0, -0.2, 0.9], [2.0, -0.9, -0.8], [-0.2, 0.6, -0.1], [1.7, -2.2, 0.3], [-0.7, -0.6, 0.4], [-1.1, 0.4, -0.3], [0.2, -1.1, -0.6], [1.0, 0.6, 0.4], [-1.3, 1.6, -0.2], [-1.0, 0.6, 0.6], [-1.0, -0.6, -0.6], [0.8, -0.9, 0.0], [-0.4, 1.0, 1.4], [0.2, 0.0, 0.2], [0.1, 0.0, 0.0], [0.0, -0.1, 0.1], [-0.4, 0.6, 0.0], [-0.2, 0.1, -0.1], [0.3, 0.1, -0.1], [0.1, 0.0, 0.0], [-0.1, 0.1, 0.0], [-0.1, -0.1, 0.0], [-0.1, -0.1, 0.1], [0.1, -0.1, -0.1], [0.1, -0.2, -0.2], [0.3, 0.2, -0.7], [-0.1, -0.1, 0.1], [-0.1, 0.0, 0.1], [0.2, -0.1, 0.1], [0.7, -0.5, -0.1], [0.3, 0.1, 0.0], [-0.1, 0.1, -0.1], [-0.1, 0.0, -0.1], [0.1, -0.1, 0.1], [0.0, -0.1, 0.0], [-0.1, 0.0, 0.1], [0.0, 0.1, -0.2], [0.0, -0.1, -0.2], [0.1, -0.1, -0.1], [0.1, 0.0, 0.0], [0.0, -0.1, 0.0], [-0.1, 0.1, 0.1], [-0.1, 0.1, 0.0], [0.0, 0.2, 0.0], [-0.1, 0.2, 0.1], [0.0, 0.2, 0.2], [0.1, -0.2, 0.0], [0.0, -0.2, 0.0], [-0.2, 0.0, 0.0], [-0.4, -0.3, 0.0], [-0.1, 0.0, 0.1], [0.1, 0.1, 0.1], [0.2, 0.1, 0.0], [-0.1, -0.1, -0.2], [0.2, -0.6, 0.0], [-0.1, -0.1, 0.0], [0.1, 0.1, 0.1], [0.1, 0.1, 0.1], [-0.1, -0.1, 0.2], [-0.1, 0.0, 0.1], [-0.1, 0.1, 0.0], [0.1, 0.0, -0.1], [0.1, -0.1, -0.3], [-0.1, -0.1, 0.0], [-0.1, -0.1, 0.0], [0.0, 0.0, -0.1], [0.1, 0.1, 0.0], [0.2, 0.1, 0.1], [0.1, 0.1, 0.0], [0.1, 0.1, 0.0], [0.0, 0.0, 0.1], [-0.2, 0.0, 0.0], [-0.2, -0.5, -0.4], [0.2, 0.1, 0.0], [0.1, 0.4, 0.5], [0.1, 0.1, 0.0], [-0.1, -0.1, -0.1], [-0.1, -0.1, -0.1], [0.1, -0.1, 0.0], [0.2, 0.3, 0.0], [0.2, 0.1, 0.0], [-0.2, 0.0, -0.1], [-0.1, -0.1, -0.1], [0.0, 0.0, 0.2], [0.0, -0.1, 0.3], [-0.1, 0.0, 0.0], [0.0, 0.0, -0.2], [0.0, 0.0, -0.2], [0.1, 0.3, -0.1], [0.2, 0.0, 0.0], [0.2, 0.1, -0.2], [-0.1, -0.1, 0.0], [-0.1, -0.1, 0.1], [0.1, 0.1, 0.0], [0.1, 0.0, 0.0], [-0.1, 0.0, -0.2], [-0.2, -0.1, 0.0], [-0.1, -0.1, 0.1], [-0.1, 0.1, 0.0], [-0.2, -0.1, 0.3], [0.0, 0.0, 0.1], [0.1, -0.1, -0.1], [0.1, 0.0, -0.1]],
  "mulliken_charge": [-1.1644, 0.4338, 0.3409, -0.2134, 0.8208, -1.0042, -0.1369, 0.5133, 0.0095, -0.5204, 0.0313, -0.4536, 0.5768, -0.3917, 0.1613, -0.5836, 0.2444, 0.3569, 0.2369, -0.5616, 0.3930, 0.2729, 0.2193, 0.2532, 0.8568, -0.1777, -0.1726, -0.4503, -0.0084, 0.2346, -0.1256, -0.1629, 0.2850, -0.1953, 0.1662, -0.1250, -0.1852, 0.1762, -0.0202, 0.0406, -0.1372, -0.1528, 0.4115, -0.1843, 0.7213, -0.0949, -0.1892, -0.3266, -0.0604, -0.2831, -0.1253, -0.1410, 0.3002, 0.2599, -0.3196, -0.1341, -0.1175, 0.2572, 0.3041, -0.3218, -0.1286, -0.1519, 0.2333, 0.3810, -0.2796, -0.1697, -0.1392, 0.3083, 0.2542, 0.2024, -0.1590, -0.1813, 0.3167, -0.1969, 0.2268, -0.1574, -0.1613, 0.2560, -0.1479, 0.5863, -0.1044, -0.1783, 0.3653, -0.6721, -0.2580, -0.1720, -0.1301, 0.2704, 0.3161, -0.4078, -0.1244, -0.0774, 0.3113, 0.3041, -0.3236, -0.1279, 0.0153, 0.1019, 0.3621, 0.1817, -0.1892, -0.1423, 0.0948, 0.0510, 0.2643, -0.1741, -0.1680, -0.2022, 0.2757, -0.3538, -0.0728, -0.1410, 0.2778, 0.2981],
  "lumo_energy_ha": -0.01291,
  "orbital_gap_ev": 8.665,
  "homo_ev": -9.0
}

=====

Record 4
{
  "formula": "C6H9N",
  "method": "ωB97M-V/def2-TZVPD",
  "species": ["C", "C", "C", "C", "C", "N", "C", "H", "H", "H", "H", "H", "H", "H", "H", "H"],
  "coordinates": [[1.75694, -0.71507, 0.80351], [0.50855, -0.32595, 0.06767], [0.52922, 0.83615, -0.94693], [-0.33512, 0.93197, 0.25818], [-1.73524, 0.35889, 0.17745], [-1.58208, -0.85760, -0.61893], [-0.38492, -1.44372, -0.36953], [1.46901, -1.26641, 1.70190], [2.35958, 0.14914, 1.09125], [2.37124, -1.38463, 0.18920], [1.44284, 1.43547, -0.92771], [0.10340, 0.73661, -1.94732], [-0.11338, 1.63491, 1.05071], [-2.58959, 0.97533, -0.08634], [-1.87431, -0.94525, -1.57851], [-1.92612, -0.11984, 1.13541]],
  "forces_ev_per_angstrom": [[0.1, 0.0, 0.2], [0.1, -0.4, 0.4], [-0.1, -0.1, 0.0], [-0.2, -0.1, 0.3], [0.0, 0.1, 0.1], [0.9, -0.2, 0.1], [0.6, 0.5, -1.9], [0.2, 0.1, 0.0], [0.0, 0.0, 0.0], [-0.2, 0.2, 0.1], [-0.2, -0.3, 0.1], [0.0, -0.2, 0.3], [0.0, 0.0, -0.1], [0.1, 0.2, -0.3], [-0.9, -0.5, 0.2], [-0.4, 0.8, 0.5]],
  "mulliken_charge": [-1.3895, 1.2660, -0.9071, -0.1342, -0.6576, -0.1239, -0.8674, 0.3233, 0.3585, 0.3175, 0.3000, 0.2186, 0.3461, 0.4154, 0.3071, 0.2273],
  "lumo_energy_ha": 0.02980,
  "orbital_gap_ev": 8.686,
  "homo_ev": -7.9
}